{"formula": "C62H46FGeNO2P3PtS3", "method": "ωB97M-V/def2-TZVPD", "species": ["Pt", "F", "Ge", "C", "C", "C", "C", "C", "C", "P", "C", "C", "C", "C", "C", "C", "C", "C", "C", "C", "C", "C", "C", "C", "C", "C", "C", "C", "P", "C", "C", "C", "C", "C", "C", "C", "C", "C", "C", "C", "C", "C", "C", "C", "C", "C", "C", "P", "C", "C", "C", "C", "C", "C", "C", "C", "C", "C", "C", "C", "H", "H", "H", "H", "H", "H", "H", "H", "H", "H", "H", "H", "H", "H", "H", "H", "H", "H", "H", "H", "H", "H", "H", "H", "H", "H", "H", "H", "H", "H", "H", "H", "H", "H", "H", "H", "H", "H", "H", "H", "H", "H", "S", "C", "O", "S", "O", "N", "C", "S", "C", "C", "C", "C", "C", "C", "H", "H", "H", "H"], "xyz": [[-0.44, 0.01, 0.11], [-1.70, 3.68, 2.47], [-1.24, 2.03, 1.74], [-3.18, 1.54, 1.81], [-4.09, 2.43, 2.38], [-5.44, 2.12, 2.49], [-5.91, 0.90, 2.02], [-5.03, -0.01, 1.47], [-3.67, 0.31, 1.36], [-2.53, -0.87, 0.61], [-3.47, -1.43, -0.86], [-3.70, -2.76, -1.20], [-4.38, -3.08, -2.37], [-4.85, -2.08, -3.21], [-4.65, -0.75, -2.86], [-3.97, -0.43, -1.69], [-2.54, -2.32, 1.70], [-1.85, -3.46, 1.28], [-1.90, -4.63, 2.02], [-2.59, -4.66, 3.22], [-3.22, -3.51, 3.68], [-3.21, -2.35, 2.92], [-0.34, 1.45, 3.39], [-0.56, 2.18, 4.56], [0.12, 1.89, 5.72], [1.08, 0.88, 5.74], [1.32, 0.15, 4.59], [0.58, 0.41, 3.43], [0.93, -0.53, 1.92], [2.71, -0.11, 1.71], [2.96, 1.25, 1.50], [4.24, 1.69, 1.22], [5.29, 0.78, 1.14], [5.05, -0.56, 1.37], [3.76, -1.01, 1.67], [0.98, -2.28, 2.42], [1.52, -3.20, 1.51], [1.67, -4.54, 1.86], [1.26, -4.97, 3.12], [0.68, -4.07, 4.00], [0.54, -2.74, 3.65], [-0.02, 3.13, 0.55], [0.67, 4.15, 1.21], [1.48, 5.04, 0.51], [1.56, 4.97, -0.87], [0.87, 3.98, -1.55], [0.14, 3.02, -0.84], [-0.75, 1.62, -1.60], [-2.27, 2.51, -2.16], [-3.19, 2.96, -1.22], [-4.29, 3.72, -1.61], [-4.47, 4.04, -2.94], [-3.55, 3.61, -3.88], [-2.45, 2.86, -3.49], [-0.05, 1.10, -3.19], [-0.79, 0.14, -3.87], [-0.34, -0.38, -5.07], [0.86, 0.05, -5.61], [1.62, 1.00, -4.94], [1.17, 1.52, -3.73], [-3.73, 3.39, 2.74], [-6.12, 2.83, 2.93], [-6.97, 0.65, 2.10], [-5.38, -0.96, 1.10], [-3.36, -3.57, -0.57], [-4.54, -4.12, -2.63], [-5.38, -2.33, -4.12], [-5.03, 0.05, -3.49], [-3.85, 0.61, -1.43], [-1.28, -3.43, 0.35], [-1.38, -5.51, 1.67], [-2.62, -5.57, 3.81], [-3.74, -3.52, 4.63], [-3.72, -1.47, 3.28], [-1.27, 3.01, 4.53], [-0.07, 2.46, 6.62], [1.64, 0.67, 6.64], [2.08, -0.62, 4.59], [2.14, 1.96, 1.53], [4.41, 2.75, 1.04], [6.29, 1.12, 0.89], [5.86, -1.28, 1.32], [3.61, -2.06, 1.84], [1.83, -2.88, 0.53], [2.11, -5.23, 1.15], [1.38, -6.01, 3.40], [0.32, -4.41, 4.97], [0.07, -2.05, 4.35], [0.55, 4.27, 2.28], [2.02, 5.81, 1.05], [2.14, 5.70, -1.42], [0.89, 3.96, -2.63], [-3.07, 2.73, -0.17], [-4.99, 4.05, -0.86], [-5.33, 4.63, -3.25], [-3.67, 3.87, -4.93], [-1.74, 2.54, -4.25], [-1.72, -0.23, -3.45], [-0.93, -1.14, -5.58], [1.22, -0.36, -6.55], [2.56, 1.33, -5.34], [1.79, 2.23, -3.20], [0.35, -2.52, -1.91], [0.81, -1.15, -1.20], [5.63, -3.98, -1.39], [5.05, -3.30, -2.50], [4.93, -3.96, -3.76], [3.55, -2.70, -2.03], [3.59, -1.42, -2.00], [2.36, -0.36, -1.38], [4.87, -0.75, -2.40], [5.18, 0.60, -2.47], [6.47, 0.94, -2.86], [7.42, -0.04, -3.17], [7.09, -1.39, -3.09], [5.81, -1.71, -2.70], [4.46, 1.36, -2.22], [6.75, 1.98, -2.93], [8.41, 0.26, -3.46], [7.82, -2.16, -3.33]], "lowdin_spin": [0.261, 0.009, 0.072, 0.018, 0.002, 0.001, -0.001, 0.001, -0.001, 0.092, 0.021, 0.010, 0.000, 0.010, -0.001, 0.009, 0.013, 0.005, -0.001, 0.005, 0.000, 0.006, 0.012, 0.001, 0.000, 0.000, 0.002, 0.015, 0.057, 0.012, 0.007, 0.000, 0.004, 0.001, 0.004, -0.001, 0.000, 0.000, 0.000, 0.000, 0.000, 0.055, 0.008, 0.005, 0.004, 0.004, 0.025, 0.044, 0.001, 0.001, 0.000, 0.001, 0.000, 0.001, -0.001, -0.001, 0.000, 0.001, 0.000, 0.000, 0.000, 0.000, 0.000, 0.000, 0.001, 0.000, 0.001, 0.000, 0.000, 0.000, 0.000, 0.000, 0.000, 0.000, 0.000, 0.000, 0.000, 0.000, 0.001, 0.000, 0.000, 0.000, 0.000, 0.000, 0.000, 0.000, 0.000, 0.000, 0.001, 0.000, 0.000, 0.001, 0.000, 0.000, 0.000, 0.000, 0.000, 0.000, 0.000, 0.000, 0.000, 0.000, 0.091, 0.097, 0.000, 0.000, 0.000, 0.002, -0.001, 0.008, 0.000, 0.000, 0.000, 0.000, 0.000, 0.000, 0.000, 0.000, 0.000, 0.000], "homo_lumo_gap_ev": [5.8, 5.8], "total_charge": 0, "multiplicity": 2, "s2": 0.76, "e_tot_ha": -7110.26906, "homo_ev": [-6.292, -7.017], "lumo_energy_ev": [-0.52, -1.18]}

---

{"formula": "C4H3Cl2N", "method": "ωB97M-V/def2-TZVPD", "species": ["C", "C", "C", "C", "H", "H", "H", "N", "Cl", "Cl"], "xyz": [[-0.88, -0.67, 0.00], [-0.98, 0.75, 0.00], [0.30, 1.25, 0.00], [0.45, -0.99, 0.00], [-1.89, 1.33, 0.01], [0.64, 2.24, 0.00], [2.17, 0.21, 0.00], [1.16, 0.18, 0.00], [-2.19, -1.78, 0.00], [1.23, -2.51, 0.00]], "lowdin_charge": [-0.730, -0.104, -0.118, -0.775, 0.106, 0.102, 0.145, 0.015, 0.664, 0.696], "homo_lumo_gap_ev": 9.3, "total_charge": 0, "multiplicity": 1, "smiles": "Clc1cc[nH]c1Cl", "e_tot_ha": -1129.35867, "homo_ev": -8.495, "lumo_energy_ev": 0.81}

---

{"formula": "CH5NO2Si", "method": "ωB97M-V/def2-TZVPD", "species": ["C", "N", "O", "O", "Si", "H", "H", "H", "H", "H"], "xyz": [[-0.34, -0.43, -1.85], [-2.25, -1.68, -1.31], [-1.69, -0.94, -2.13], [0.32, 1.38, 1.39], [1.06, 0.99, 2.64], [-0.42, 0.65, -1.77], [0.28, -0.70, -2.70], [0.03, -0.85, -0.92], [1.95, -0.16, 2.73], [1.05, 1.71, 3.90]], "lowdin_charge": [-0.045, 0.062, -0.262, -0.452, 0.628, 0.084, 0.080, 0.073, -0.082, -0.086], "homo_lumo_gap_ev": [7.6, 7.6], "total_charge": 0, "multiplicity": 1, "e_tot_ha": -535.63975, "homo_ev": [-8.107, -8.114], "lumo_energy_ev": [-0.54, -0.54]}

---

{"formula": "C5H15N2", "method": "ωB97M-V/def2-TZVPD", "species": ["C", "C", "C", "C", "C", "N", "N", "H", "H", "H", "H", "H", "H", "H", "H", "H", "H", "H", "H", "H", "H", "H"], "xyz": [[1.72, -0.79, -1.08], [2.18, 1.67, -0.50], [-1.95, -1.45, 0.93], [-2.01, 0.79, 0.17], [1.51, 0.38, -0.11], [1.23, 0.10, 1.12], [-1.25, -0.47, 0.00], [2.78, -0.93, -1.45], [1.37, -1.68, -0.61], [1.03, -0.69, -1.97], [1.50, 2.39, -0.10], [3.14, 1.57, -0.17], [2.18, 1.91, -1.55], [-3.07, -1.23, 0.98], [-1.97, -2.47, 0.59], [-1.52, -1.38, 1.91], [-1.56, 1.66, -0.30], [-3.02, 0.73, -0.15], [-1.91, 1.15, 1.18], [1.27, 0.62, 1.98], [0.72, -0.86, 1.25], [-1.39, -0.73, -0.92]], "lowdin_charge": [0.000, 0.023, -0.099, -0.132, -0.290, 0.226, -0.171, 0.130, 0.060, 0.116, 0.092, 0.080, 0.107, 0.099, 0.070, 0.062, 0.070, 0.075, 0.079, 0.155, 0.179, 0.067], "homo_lumo_gap_ev": 9.0, "total_charge": 1, "multiplicity": 1, "e_tot_ha": -308.71093, "homo_ev": -13.295, "lumo_energy_ev": -4.32}

---

{"formula": "C17H13ClO12P2Ta", "method": "ωB97M-V/def2-TZVPD", "species": ["Ta", "C", "C", "C", "C", "C", "H", "H", "H", "H", "H", "O", "C", "C", "O", "C", "C", "O", "C", "O", "O", "O", "P", "O", "O", "O", "P", "O", "O", "O", "H", "H", "Cl", "C", "C", "C", "C", "C", "C", "C", "H", "H", "H", "H", "H", "H"], "xyz": [[0.43, -0.14, -1.41], [-2.87, 3.45, 1.91], [-3.13, 3.52, 3.28], [-3.66, 2.29, 3.80], [-3.70, 1.41, 2.69], [-3.27, 2.13, 1.55], [-2.44, 4.21, 1.28], [-3.10, 4.46, 3.81], [-3.98, 2.10, 4.79], [-4.08, 0.38, 2.62], [-3.24, 1.76, 0.52], [-0.52, -5.94, -2.94], [-0.21, -4.81, -2.71], [1.04, -3.88, -3.18], [1.86, -4.31, -3.97], [0.72, -2.58, -2.57], [-0.39, -2.75, -1.77], [-0.92, -1.62, -1.24], [-1.04, -4.02, -1.68], [-1.92, -4.37, -0.95], [1.39, -1.45, -2.57], [-1.14, 3.11, -3.46], [-0.97, 2.76, -1.97], [-2.02, 3.18, -0.97], [-0.83, 1.12, -2.00], [0.54, 3.31, -1.81], [1.93, 2.72, -1.33], [2.81, 3.55, -2.35], [2.26, 2.79, 0.10], [1.83, 1.22, -1.91], [-1.93, 2.67, -3.89], [3.76, 3.42, -2.12], [3.88, -4.17, 2.56], [2.96, -2.83, 1.97], [3.60, -1.60, 1.60], [2.80, -0.59, 1.04], [1.41, -0.69, 1.06], [0.53, 0.42, 0.68], [0.77, -1.92, 1.47], [1.53, -2.97, 1.88], [4.65, -1.47, 1.75], [3.21, 0.39, 0.75], [1.03, 1.39, 0.84], [-0.46, 0.34, 1.16], [-0.32, -1.97, 1.64], [1.20, -4.01, 2.04]], "lowdin_charge": [1.913, -0.207, -0.228, -0.195, -0.224, -0.233, 0.049, 0.050, 0.037, 0.058, 0.044, 0.158, -0.195, -0.215, 0.119, -0.272, -0.257, -0.163, -0.299, 0.169, -0.147, -0.085, 0.382, -0.222, -0.399, -0.217, 0.291, -0.082, -0.243, -0.413, 0.138, 0.105, 0.649, -0.647, -0.067, -0.039, -0.358, -0.216, -0.050, -0.104, 0.091, 0.111, 0.059, 0.099, 0.142, 0.112], "homo_lumo_gap_ev": [3.4, 2.3], "total_charge": -1, "multiplicity": 1, "e_tot_ha": -2758.71456, "homo_ev": [-2.802, -2.155], "lumo_energy_ev": [0.61, 0.17]}

---

{"formula": "C3H9S2", "method": "ωB97M-V/def2-TZVPD", "species": ["C", "S", "H", "H", "H", "C", "C", "S", "H", "H", "H", "H", "H", "H"], "xyz": [[0.42, 2.65, -0.45], [1.15, 1.15, -1.37], [0.51, 3.48, -1.14], [1.04, 2.68, 0.45], [-0.54, 2.27, -0.10], [-1.92, -0.24, 0.36], [-0.99, -1.44, -0.01], [0.10, -1.88, 1.46], [-1.48, 0.39, 1.12], [-2.00, 0.37, -0.56], [-2.89, -0.70, 0.54], [-0.21, -1.12, -0.68], [-1.50, -2.38, -0.21], [1.67, 0.70, -0.20]], "lowdin_charge": [-0.408, 0.553, 0.003, 0.015, -0.010, -0.242, -0.772, -0.036, 0.020, 0.037, 0.045, -0.063, 0.008, -0.150], "homo_lumo_gap_ev": 5.4, "total_charge": -1, "multiplicity": 1, "e_tot_ha": -916.05965, "homo_ev": -2.185, "lumo_energy_ev": 3.25}

---

Which value of multiplicity does entry 4 give?
1